ORCA calculation (the ωB97M-V functional and the def2-TZVPD basis) on a molecular structure, C11H14N2O4S2Se2Ti in a non-equilibrium geometry.

Results
Calculated total energy (eV): -198284.7809
Kohn-Sham gap (eV): 5.464
HOMO level (eV): -0.687
Relative energy (zero: lowest compared OMol25 entry of this formula, charge and spin) (eV): 0.640
E_LUMO (eV): 4.78

```
! wB97M-V def2-TZVPD RIJCOSX def2/J DEFGRID3
* xyz -2 1
Ti 0.76047 -1.38617 0.94998
O -2.99695 -1.23729 -3.33584
C -1.96085 -0.31132 -3.02905
C -2.21380 0.47515 -1.73441
C -3.32005 1.49385 -2.04888
O -3.72987 2.29435 -0.94059
C -0.94902 1.23399 -1.31608
Se 0.73968 0.21960 -1.20364
C -2.72651 -0.44645 -0.61869
Se -1.75075 -2.13136 -0.34198
H -2.86417 -1.95961 -2.69750
H -1.89196 0.38243 -3.87509
H -1.00500 -0.82665 -2.92829
H -4.18026 0.94439 -2.45192
H -2.96913 2.19315 -2.81485
H -3.64542 1.74669 -0.15129
H -1.12340 1.73152 -0.36247
H -0.74608 2.02095 -2.04872
H -3.76439 -0.71498 -0.83038
H -2.70649 0.08217 0.33736
S 2.00000 -1.88112 3.18263
C 3.08691 -0.73034 2.51808
C 4.40074 -0.48834 2.94168
C 5.11490 0.54019 2.36380
C 4.52573 1.30198 1.35713
C 3.24709 0.96789 0.94594
N 2.54622 -0.01198 1.50654
H 4.82181 -1.11345 3.71749
H 6.12936 0.74747 2.68727
H 5.05604 2.11668 0.88184
H 2.74402 1.47221 0.12750
O 2.05750 -2.38521 0.09870
O 0.97204 -3.16999 0.58582
S -0.82995 0.25306 2.22468
C -1.30224 -1.19747 2.90660
N -1.52622 -2.22599 3.39665
*
```

=====

ORCA calculation (the ωB97M-V functional and the def2-TZVPD basis) on a single C11H14N4O4S2 molecule in a non-equilibrium geometry.

Results
Calculated total energy (eV): -47452.3111
Kohn-Sham gap (eV): 8.201
HOMO level (eV): -8.851
Relative energy (zero: lowest compared OMol25 entry of this formula, charge and spin) (eV): 0.000
E_LUMO (eV): -0.65

```
! wB97M-V def2-TZVPD RIJCOSX def2/J DEFGRID3
* xyz 0 1
O 1.63833 -0.28575 1.29367
C 0.72764 0.38198 0.79536
N -0.59737 -0.04719 0.89896
N -0.94988 -1.26654 1.40638
C -0.72710 -1.26820 2.87613
C -1.53700 -2.41854 3.33865
S -1.20089 -4.05417 2.52507
O 0.15010 -4.54755 2.73444
O -2.23947 -5.05526 2.97500
C -1.40441 -3.55383 0.74502
C -0.58422 -2.30488 0.49064
C 1.09084 1.37334 -0.19290
C 2.39918 1.89376 -0.09988
N 2.80548 2.72189 -1.05668
C 2.16279 3.05376 -2.12297
N 0.83501 2.66694 -2.22943
C 0.26319 1.85095 -1.25706
O -0.94423 1.58624 -1.33072
C 0.25646 2.96324 -3.56366
C 0.99168 4.33419 -3.95763
S 2.74054 4.07206 -3.42223
H -1.25679 0.35390 0.16091
H -0.89175 -0.38567 3.38909
H 0.32139 -1.45415 3.01633
H -2.49855 -2.21511 3.11013
H -1.43294 -2.48162 4.42989
H -1.14990 -4.29131 0.00110
H -2.49785 -3.45116 0.62086
H -0.74313 -1.96915 -0.58805
H 0.47677 -2.58864 0.58364
H 2.99514 1.52891 0.67870
H -0.85351 3.12818 -3.34812
H 0.29452 2.20780 -4.30911
H 0.56499 5.11879 -3.47723
H 0.79492 4.40280 -5.11428
*
```

=====

ORCA calculation (the ωB97M-V functional and the def2-TZVPD basis) on a molecular structure, C11H14N4O5S2SbSe4Sn.

Results
Calculated total energy (eV): -323262.4870
Kohn-Sham gap (eV): 6.934
HOMO level (eV): -5.583
Relative energy (zero: lowest compared OMol25 entry of this formula, charge and spin) (eV): 0.626
E_LUMO (eV): 1.35

```
! wB97M-V def2-TZVPD RIJCOSX def2/J DEFGRID3
* xyz -1 1
Sn -0.23884 0.55069 -1.06637
Se -0.12624 -4.51035 1.00222
Sb -1.64262 -2.72064 1.20320
Se -2.42486 -1.63427 -0.80180
Se 1.42282 -1.11696 0.26799
Se -2.62756 -2.06016 3.24445
O 3.52044 2.85302 -0.53189
S 2.52190 1.83568 -0.69875
O 2.41563 1.20184 -1.99878
O 1.15321 2.23569 -0.25058
S 3.04673 0.34644 0.67157
N 0.39240 -1.07633 -3.46495
C 1.35418 -1.67720 -3.23195
N 2.44464 -2.40198 -3.03059
C 3.69106 -1.71518 -2.66470
C 4.83901 -2.64860 -2.99242
O 4.69967 -3.89524 -2.33057
C 3.50016 -4.54673 -2.70963
C 2.28196 -3.70766 -2.37660
H 3.68500 -1.47882 -1.59734
H 3.76033 -0.78360 -3.22292
H 5.78002 -2.21973 -2.65078
H 4.89168 -2.81294 -4.07771
H 3.46741 -5.48916 -2.16483
H 3.51859 -4.75693 -3.78842
H 2.18865 -3.57679 -1.29458
H 1.37532 -4.18380 -2.74790
N -5.11453 0.51591 2.20849
C -4.47907 1.54325 2.83476
O -5.04769 2.37347 3.52003
C -3.00071 1.58202 2.60174
C -2.14667 1.96122 3.62489
C -0.78294 1.89002 3.41442
C -0.31558 1.47196 2.17998
N -1.13715 1.15394 1.17684
C -2.45162 1.20087 1.38823
H -6.08418 0.38866 2.44714
H -4.58012 -0.31505 1.98914
H -2.56323 2.27486 4.57335
H -0.07809 2.14318 4.19363
H 0.74350 1.39850 1.97293
H -3.08216 0.90623 0.55856
*
```

=====

ORCA calculation (the ωB97M-V functional and the def2-TZVPD basis) on a single C11H14NO2P molecule in a non-equilibrium geometry.

Results
Calculated total energy (eV): -26503.6942
Kohn-Sham gap (eV): 7.225
HOMO level (eV): -6.477
Relative energy (zero: lowest compared OMol25 entry of this formula, charge and spin) (eV): 0.070
E_LUMO (eV): 0.75

```
! wB97M-V def2-TZVPD RIJCOSX def2/J DEFGRID3
* xyz 0 1
C 0.20140 2.66064 3.42717
C -0.69415 1.60535 3.42290
C 0.61042 3.16342 2.24631
C -1.10307 1.06564 2.19639
C 0.22334 2.68728 0.98527
C -0.63933 1.61462 1.00321
C 0.96838 -0.72196 -0.28099
C 2.12241 -1.50128 -0.92406
C 1.39873 -2.22891 -2.13257
C -0.03114 -1.99866 -1.89343
C -1.21000 -2.54351 -2.74836
N -0.09227 -1.18837 -0.84794
O -1.31445 -0.69610 -0.42876
O -1.25665 1.64717 -1.70888
P -1.46462 0.91482 -0.47919
H 0.46317 3.07445 4.43499
H -1.00236 1.35186 4.45455
H 1.24241 3.98660 2.26770
H -1.89982 0.27221 1.93481
H 0.48850 3.11470 0.03654
H 1.03635 -0.59453 0.84668
H 2.91641 -0.92299 -1.42081
H 2.50206 -2.19181 -0.08689
H 1.81590 -1.69056 -2.95147
H 1.76961 -3.34838 -2.14992
H -0.80987 -3.03331 -3.64366
H -1.80706 -1.83129 -3.07994
H -1.61820 -3.43703 -2.34353
H -2.81611 0.76994 -0.13614
*
```

=====

ORCA calculation (the ωB97M-V functional and the def2-TZVPD basis) on a single C11H14NOP molecule in a non-equilibrium geometry.

Results
Calculated total energy (eV): -24458.2164
Kohn-Sham gap (eV): 8.956
HOMO level (eV): -8.160
Relative energy (zero: lowest compared OMol25 entry of this formula, charge and spin) (eV): 0.372
E_LUMO (eV): 0.80

```
! wB97M-V def2-TZVPD RIJCOSX def2/J DEFGRID3
* xyz 0 1
C -1.96364 -2.40693 3.54946
C -1.42766 -1.58834 2.38484
C -0.56627 -0.47684 2.62676
C -0.02512 0.25130 1.58086
C -0.30715 -0.01614 0.23155
N 0.24810 0.81241 -0.78943
C 1.60286 1.89021 -0.52356
P 2.10894 2.12743 -2.29133
C 2.58825 0.36746 -2.66208
C 0.35546 2.20915 -2.85786
C -0.33592 1.13078 -1.98307
O -1.37218 0.63065 -2.33447
C -1.13494 -1.14205 0.02925
C -1.68523 -1.87061 1.05759
H -2.22866 -1.95163 4.41331
H -2.85901 -2.82891 3.23684
H -1.28624 -3.13455 3.71911
H -0.35497 -0.20458 3.75544
H 0.61323 1.05880 1.61919
H 1.05564 2.62408 -0.06077
H 2.15985 1.22540 0.11467
H 3.55163 0.15069 -2.01693
H 2.69281 0.38881 -3.77361
H 1.90907 -0.24966 -2.26660
H 0.25721 1.88705 -3.85186
H -0.00180 3.09385 -2.53028
H -1.30077 -1.27988 -0.98536
H -2.29349 -2.69798 0.60832
*
```

=====

ORCA calculation (the ωB97M-V functional and the def2-TZVPD basis) on 2 unconnected molecules or ions with the total composition C11H14OS2 in a non-equilibrium geometry.

Results
Calculated total energy (eV): -35347.1010
Kohn-Sham gap (spin up / spin down) (eV): 7.281 / 7.396
HOMO level (spin up / spin down) (eV): -7.597 / -7.189
Relative energy (zero: lowest compared OMol25 entry of this formula, charge and spin) (eV): 3.239
E_LUMO (spin up / spin down) (eV): -0.32 / 0.21

```
! wB97M-V def2-TZVPD RIJCOSX def2/J DEFGRID3
* xyz 0 1
C 3.93050 0.02583 -0.27311
C 3.43836 -0.70826 0.70439
C 3.29906 0.45938 -1.36518
C 2.00838 -0.79742 0.66069
C 1.99291 0.09245 -1.63938
C 1.30489 -0.51628 -0.52313
C -2.46314 -1.59369 -1.46328
C -2.57617 -1.48166 0.07735
C -0.08755 -0.75677 -0.47236
C -0.31276 1.45704 1.97902
C -0.73557 1.38127 0.53477
O -0.51603 -3.13772 0.59543
S -1.00824 -0.65495 -1.97784
S -0.84631 -1.73249 0.84986
H 4.96189 0.29440 -0.21292
H 4.06977 -1.07382 1.45654
H 3.77158 1.12826 -2.06515
H 1.46346 -1.32854 1.41431
H 1.50059 0.40715 -2.60198
H -2.13975 -2.47448 -1.86538
H -3.27214 -1.21401 -2.04049
H -2.65325 -0.41494 0.41670
H -3.28226 -2.17437 0.56916
H 0.56213 0.90578 2.20810
H -1.08095 1.15659 2.78316
H -0.08858 2.60621 2.12456
H -0.41988 1.90764 -0.31328
H -1.84437 1.29067 0.52155
*
```